(1)
{"formula": "C29H25F6N2O4PS2W", "method": "ωB97M-V/def2-TZVPD", "symbols": ["W", "F", "C", "F", "F", "S", "O", "O", "N", "S", "O", "O", "C", "F", "F", "F", "C", "C", "C", "C", "C", "C", "P", "C", "C", "C", "C", "C", "C", "C", "C", "C", "C", "C", "C", "C", "C", "C", "C", "H", "H", "H", "H", "H", "H", "H", "H", "H", "H", "H", "H", "H", "H", "H", "H", "C", "C", "C", "C", "C", "N", "H", "H", "H", "H", "H", "H", "H", "H", "H"], "positions_angstrom": [[-0.39783, -0.55133, 0.26833], [-4.20577, -1.96998, -2.84171], [-3.45848, -0.88798, -2.89807], [-2.20969, -1.20337, -3.21146], [-3.94332, -0.02461, -3.76252], [-3.45458, -0.10707, -1.20912], [-2.43959, -0.87140, -0.43262], [-4.76772, -0.14346, -0.69254], [-2.90642, 1.36399, -1.50445], [-1.50398, 1.68138, -0.95659], [-1.38381, 1.61977, 0.50788], [-0.42120, 0.79395, -1.48162], [-1.15006, 3.39822, -1.57854], [-2.05315, 4.20947, -1.08580], [-1.17686, 3.37950, -2.88797], [0.05520, 3.70160, -1.13253], [1.92206, -3.79104, 5.63361], [0.60581, -3.35199, 5.69995], [-0.02377, -2.87307, 4.56251], [0.67750, -2.84318, 3.35631], [1.99782, -3.29095, 3.28607], [2.61741, -3.76134, 4.43143], [-0.14272, -2.34427, 1.84776], [-1.39120, -1.09601, 2.34237], [-0.83900, -0.02120, 3.08314], [-1.66859, 0.89478, 3.70191], [-3.04492, 0.71713, 3.63124], [-3.60636, -0.36966, 2.95392], [-2.79252, -1.27463, 2.31327], [-0.73025, -3.69284, 0.85438], [-1.17315, -4.91920, 1.29770], [-1.40154, -5.94200, 0.36416], [-1.10459, -5.74610, -0.96279], [-0.59515, -4.51415, -1.43493], [-0.15150, -4.32352, -2.77045], [0.43118, -3.14480, -3.14150], [0.52966, -2.07013, -2.22921], [0.06018, -2.18007, -0.93794], [-0.44868, -3.45246, -0.52182], [2.40822, -4.16228, 6.52571], [0.06754, -3.38352, 6.63731], [-1.04932, -2.52898, 4.61317], [2.53197, -3.28266, 2.34279], [3.64040, -4.10955, 4.38886], [0.23841, 0.05615, 3.18744], [-1.25032, 1.72490, 4.25369], [-3.69710, 1.42602, 4.12515], [-4.67972, -0.49920, 2.93258], [-3.21484, -2.11151, 1.77156], [-1.32850, -5.10621, 2.35357], [-1.77239, -6.90000, 0.70061], [-1.22884, -6.55912, -1.66777], [-0.25090, -5.13509, -3.48015], [0.80066, -3.01572, -4.14984], [0.93886, -1.13025, -2.58335], [4.86607, 0.21012, -0.27932], [4.05877, 0.91490, 0.82615], [4.14121, 2.44013, 0.68193], [4.52306, 0.46457, 2.22332], [2.66048, 0.49924, 0.67739], [1.56554, 0.17192, 0.56111], [5.91359, 0.48291, -0.15586], [4.54276, 0.52980, -1.26934], [4.78202, -0.87402, -0.20934], [5.18490, 2.73260, 0.78989], [3.56187, 2.94708, 1.45305], [3.79451, 2.76594, -0.29823], [5.56863, 0.74762, 2.33895], [4.44559, -0.61642, 2.33983], [3.94785, 0.95343, 3.00931]], "s_squared": 2.032, "total_charge": 2, "homo_lumo_gap_ev": [6.13, 6.73], "spin_multiplicity": 3, "relative_energy_ev": 0.347}

***

(2)
{"formula": "C2H3F3S", "method": "ωB97M-V/def2-TZVPD", "symbols": ["C", "C", "F", "F", "F", "S", "H", "H", "H"], "positions_angstrom": [[0.32763, 0.57078, 1.79036], [-0.01249, 1.22728, 0.61851], [1.38776, 0.91585, 2.46302], [-0.16939, -0.58114, 2.32520], [-1.16267, 0.81797, 0.07749], [0.04858, -1.24260, -2.57231], [-0.31503, -2.06311, -1.29053], [0.35269, 2.15444, 0.24069], [-0.45709, -1.79948, -3.65243]], "total_charge": 0, "homo_lumo_gap_ev": 10.12, "smiles": "FC=C(F)F.S", "spin_multiplicity": 1, "relative_energy_ev": 3.080}